Record 1
Density functional theory data (ωB97M-V with the def2-TZVPD basis set) for an isolated molecule of CN4O3 in a non-equilibrium geometry.

```
8
Properties=species:S:1:pos:R:3:forces:R:3:lowdin_charge:R:1
C 1.11805 0.46350 -0.88022 -5.056 -3.522 3.490 -0.07
N 1.81082 1.15962 -1.44259 1.412 1.009 -1.040 0.16
N -0.14946 -1.61828 0.18554 -0.760 -1.342 0.028 -0.03
N -0.09150 -0.32055 0.03859 4.638 3.125 -3.534 0.03
N -0.87270 0.62678 0.73328 -1.001 -0.234 1.291 -0.41
O -0.61861 1.74765 0.44444 0.072 0.825 -0.130 0.13
O 0.49150 -2.25883 -0.58883 0.301 0.308 0.320 0.05
O -1.68810 0.20010 1.50979 0.394 -0.169 -0.426 0.14
```
Positions in Å, forces in eV/Å.

Properties
* Kohn-Sham gap: 9.86 eV
* SMILES: N#CN(N=O)[N+](=O)[O-]
* charge: 0
* LUMO level: -1.63 eV
* energy relative to the best compared isomer or geometry (same formula, charge and spin): 67.58 kcal per mole
* HOMO energy: -0.422 Eh

Record 2
Density functional theory data (ωB97M-V with the def2-TZVPD basis set) for a cluster of 4 separate species, C24H50B2F3N5O19PS4 in total in a non-equilibrium geometry.

```
108
Properties=species:S:1:pos:R:3:forces:R:3:lowdin_charge:R:1
C 0.59587 -5.97508 -1.63513 -0.871 -0.701 0.432 -0.08
N 0.82821 -5.24140 -0.36717 1.203 0.246 -0.172 -0.09
C 1.62430 -4.02820 -0.52741 1.937 -1.995 -1.418 -0.24
N 0.90501 -2.77983 -0.07664 -0.769 0.333 -0.530 -0.13
P 0.35776 -3.19269 1.61978 0.018 -1.618 4.619 0.39
O 0.04363 -1.86633 2.52110 -0.228 -0.677 -1.834 -0.17
O -1.00404 -4.08920 1.62877 0.638 1.950 -1.013 -0.17
S 1.69390 -4.17061 2.64338 0.294 0.278 -0.837 0.45
C 1.80139 -1.56245 0.07711 1.184 0.978 0.832 -0.18
C 3.08506 -1.50151 -0.82378 0.560 0.932 -0.412 -0.10
C 4.47373 -1.56221 -0.08756 0.761 -0.537 -0.040 -0.07
C 4.66531 -2.65047 0.96055 -0.294 0.747 0.619 -0.21
F 4.34395 -2.31017 2.25970 0.039 -0.007 -1.054 0.02
C 5.15149 -3.86828 0.78482 0.008 -0.064 -0.548 -0.30
F 5.57986 -4.23431 -0.44161 -0.350 -0.302 1.178 0.12
F 5.22312 -4.80216 1.71964 0.269 0.499 -0.960 0.16
C 1.04920 -0.17489 0.06545 -0.426 1.694 0.198 -0.24
C 1.64130 0.68546 1.26948 -0.011 0.577 -0.708 0.01
B 2.92420 1.57172 0.81282 0.402 -0.525 0.966 -0.61
O 2.99157 2.25870 -0.39713 0.705 -4.124 3.802 0.07
O 3.99325 1.61515 1.73864 -0.640 -0.577 -1.201 0.13
N -0.41771 -0.19790 0.14233 -0.090 -0.908 -0.963 -0.11
C -1.04359 1.10315 -0.13354 0.022 1.293 1.289 -0.11
C -1.73822 1.77590 1.14132 0.861 0.769 -0.613 -0.18
O -1.40704 3.18738 1.14360 -0.082 -0.650 0.003 -0.08
C -1.11476 -1.24539 -0.64325 -0.595 0.021 0.618 -0.11
B -2.50994 -1.58963 0.16575 -0.962 -0.618 0.837 -0.52
O -2.65452 -1.28380 1.54131 0.877 0.430 -1.495 0.08
N -3.64694 -2.25398 -0.49103 0.664 1.331 1.368 -0.09
C -4.59572 -2.80927 0.50919 -0.732 0.053 -0.330 -0.07
C -4.36114 -1.35950 -1.42980 -0.935 -1.382 -1.221 -0.08
C -0.28617 -2.53927 -0.99351 -2.967 -0.065 -0.581 -0.20
N -0.02208 -2.65319 -2.41591 0.457 0.027 1.087 -0.08
C 0.70159 -1.57004 -3.08805 0.440 -0.450 -1.847 -0.02
C -1.06651 -3.25896 -3.19133 0.797 -1.003 -2.380 -0.46
C -0.60331 -4.08895 -4.45074 1.295 0.534 0.881 0.00
O -2.23265 -3.16109 -2.99847 -0.734 0.258 1.204 0.15
H 1.44832 -5.95260 -2.35327 -0.616 0.237 0.373 0.09
H -0.36915 -5.62024 -2.06170 0.870 -0.241 -0.114 0.08
H 0.43518 -7.04742 -1.35615 0.092 0.895 -0.295 0.10
H 1.39324 -5.84547 0.23517 -0.611 0.265 0.081 0.10
H 1.93863 -3.97953 -1.60150 -0.784 0.807 0.815 0.13
H 2.60683 -4.16511 -0.01244 -1.094 0.800 0.190 0.11
H 0.75602 -1.76330 3.17896 -0.131 -0.274 -0.257 0.08
H -1.32044 -4.07951 2.55613 -0.029 0.085 -0.379 0.11
H 2.20689 -1.65766 1.12134 -0.401 -0.159 -0.910 0.11
H 3.09256 -0.48688 -1.30650 -0.227 -0.905 0.311 0.12
H 3.13288 -2.19833 -1.68410 -0.337 0.186 0.775 0.10
H 4.79020 -0.59555 0.37802 -0.567 -0.664 -0.278 0.12
H 5.23635 -1.74904 -0.88856 -0.612 0.169 0.676 0.14
H 1.29141 0.46358 -0.83617 0.331 -1.057 0.422 0.13
H 1.85998 0.07654 2.17583 -0.186 0.311 -0.605 0.11
H 0.90420 1.46116 1.61543 0.341 -0.801 -0.405 0.12
H 3.87115 2.06447 -0.76920 -0.342 0.830 0.085 0.14
H 3.94397 0.80719 2.27858 0.073 0.679 0.142 0.09
H -1.82077 1.10092 -0.93075 0.667 -0.466 0.266 0.13
H -0.27002 1.85682 -0.45245 -0.559 -0.697 0.117 0.14
H -1.36101 1.33855 2.09194 -0.576 -0.181 -0.690 0.13
H -2.84353 1.74935 1.03528 0.804 -0.164 0.369 0.11
H -0.47193 3.27639 1.38802 -0.381 0.141 -0.019 0.06
H -1.50152 -0.87047 -1.63672 0.705 -0.267 0.639 0.14
H -3.29225 -0.53568 1.59792 0.046 -0.788 0.292 0.06
H -5.33539 -3.48034 0.01247 0.577 0.408 0.160 0.10
H -5.17128 -1.96640 0.96045 0.291 -0.756 -0.027 0.07
H -4.09232 -3.39308 1.30667 -0.169 0.491 -0.610 0.09
H -3.71120 -0.62034 -1.94528 -0.371 -0.383 0.579 0.09
H -4.79820 -2.01340 -2.23515 0.346 0.713 0.477 0.09
H -5.25059 -0.89084 -0.93024 1.002 0.031 -0.282 0.09
H -0.98232 -3.39327 -0.76784 0.745 0.586 -0.254 0.15
H 1.75877 -1.89209 -3.28052 -0.732 0.657 0.370 0.09
H 0.26606 -1.45850 -4.11714 0.345 0.040 0.881 0.11
H 0.63250 -0.56207 -2.62727 0.012 -0.820 0.083 0.10
H 0.45934 -4.37362 -4.26878 -0.655 0.116 -0.395 0.07
H -1.19232 -5.02487 -4.55499 0.115 0.929 0.042 0.09
H -0.63224 -3.45519 -5.36791 -0.227 -0.578 0.644 0.09
C -7.90324 1.47672 2.19758 -0.442 -0.297 -0.399 -0.16
C -7.91941 0.34262 3.20195 -0.326 0.387 0.470 -0.16
O -6.64376 -0.29272 3.05205 0.439 0.236 -0.683 -0.18
S -5.54812 0.81356 2.64850 -1.140 0.290 0.479 0.64
O -4.85464 1.21274 3.81580 0.393 -0.050 -0.365 -0.18
O -4.86918 0.36136 1.47313 0.025 0.153 0.263 -0.25
O -6.56518 1.98627 2.23496 0.452 -0.465 0.319 -0.17
H -8.10164 1.11356 1.18637 -0.026 0.014 0.037 0.14
H -8.61616 2.26014 2.44620 0.254 0.120 0.041 0.14
H -8.72563 -0.36420 3.01878 0.244 -0.158 -0.072 0.14
H -7.99207 0.71843 4.22523 -0.038 -0.003 -0.044 0.14
C 2.83936 5.03141 1.75583 1.005 0.597 0.695 -0.19
C 3.53542 5.23377 3.08810 -0.192 -0.808 0.234 -0.15
O 2.84487 6.33020 3.69591 -0.419 0.196 -0.485 -0.18
S 1.29493 6.29724 3.24778 0.493 -0.212 -0.110 0.62
O 0.54416 5.66099 4.27200 -0.149 0.148 -0.180 -0.22
O 0.95132 7.57053 2.72738 -0.084 -0.060 0.251 -0.21
O 1.44978 5.25948 2.02183 -0.104 -0.048 0.552 -0.19
H 3.17153 5.76476 1.01833 0.140 -0.414 1.264 0.09
H 2.99064 4.03051 1.36172 -0.182 0.099 0.009 0.10
H 4.59337 5.46014 2.97423 -0.110 0.245 0.073 0.14
H 3.41982 4.35969 3.73629 0.084 0.017 0.009 0.13
C 3.12405 6.12287 -3.99032 -0.168 -0.196 -0.547 -0.16
C 1.69540 6.43237 -3.59112 0.108 0.664 0.059 -0.16
O 1.35332 5.41719 -2.64116 0.496 -0.478 0.092 -0.17
S 2.67036 5.00164 -1.81079 -0.266 0.572 -1.237 0.69
O 2.66983 5.71204 -0.57504 -0.227 -0.237 -2.182 -0.23
O 2.81372 3.58958 -1.86681 -0.418 2.922 -2.452 -0.23
O 3.75992 5.68455 -2.78512 -0.380 0.078 0.556 -0.18
H 3.16584 5.30576 -4.71454 -0.013 0.045 -0.004 0.13
H 3.63683 6.99238 -4.39683 0.122 -0.047 0.233 0.14
H 1.01249 6.41223 -4.43756 -0.079 -0.229 0.152 0.14
H 1.62470 7.40131 -3.09094 0.005 -0.003 -0.070 0.14
```
Positions in Å, forces in eV/Å.

Properties
* Kohn-Sham gap: 8.47 eV
* charge: +1
* LUMO level: -2.23 eV
* HOMO energy: -0.393 Eh

Record 3
Density functional theory data (ωB97M-V with the def2-TZVPD basis set) for a structure of composition C10H13ClNO2 in a non-equilibrium geometry.

```
27
Properties=species:S:1:pos:R:3:forces:R:3:lowdin_charge:R:1
C 2.72962 2.61464 0.43095 0.382 2.315 -0.487 -0.03
C 2.39620 1.94609 -0.71218 0.034 -0.778 -2.870 -0.04
C 1.85810 2.69448 1.48856 -0.310 -1.058 -1.235 -0.04
C 1.23219 1.23277 -0.76150 -0.867 -0.912 0.906 0.01
C 0.65549 2.06075 1.40500 0.081 -0.302 2.225 -0.01
C 0.32943 1.25648 0.34878 1.523 0.079 -2.307 -0.18
C -1.23920 -0.44827 -1.48432 2.319 -0.922 1.112 -0.48
C -1.19008 -2.62065 -0.19841 -1.399 -1.201 -1.419 -0.08
C -0.47508 -1.74312 -1.21801 1.034 1.657 1.873 -0.17
C -0.81423 0.48604 0.19245 -1.925 -1.102 -4.322 -0.02
N -1.76532 0.21773 1.00514 1.363 0.917 1.144 0.26
O -2.58425 -0.54100 -1.45621 0.160 1.048 0.918 0.03
O -0.73241 -0.23556 -2.83047 -0.553 1.127 2.090 -0.57
Cl -1.50920 1.00852 -3.60659 -0.247 0.949 -0.689 0.77
H 3.46640 3.40244 0.42674 0.930 -0.528 -0.049 0.13
H 2.85359 1.93972 -1.75142 0.456 0.444 1.927 0.15
H 2.09683 3.24078 2.33314 0.437 1.090 1.480 0.10
H 1.06306 0.57091 -1.61243 -0.267 0.506 0.204 0.11
H 0.11063 2.10674 2.32629 -0.961 0.007 0.097 0.12
H -0.93990 -2.35731 0.80629 0.399 -0.023 0.604 0.06
H -0.76711 -3.57722 -0.48187 -0.334 -0.665 0.851 0.09
H -2.33744 -2.69557 -0.23311 1.728 0.152 -0.426 0.12
H -0.14018 -2.09735 -2.20345 -0.452 -0.789 0.629 0.14
H 0.45735 -1.43689 -0.63971 -0.699 -0.436 -1.201 0.14
H -2.81964 -0.96464 -2.27139 -0.777 -0.531 -0.868 0.12
H -1.69534 0.53169 1.97596 -0.446 -0.357 -0.260 0.17
H -2.36717 -0.49504 0.69385 -1.609 -0.687 0.072 0.10
```
Positions in Å, forces in eV/Å.

Properties
* Kohn-Sham gap: 8.89 eV
* charge: +1
* LUMO level: -4.73 eV
* energy relative to the best compared isomer or geometry (same formula, charge and spin): 45.23 kcal per mole
* HOMO energy: -0.500 Eh

- The highest LUMO level belongs to which entry?
  CN4O3

- Which value of HOMO energy does entry 3 give?
  -0.500 Eh

- Which formula does entry 1 have?
  CN4O3